No. 1
{"formula": "C5H10NOS", "method": "wB97M-V/def2-TZVPD", "species": ["C", "C", "N", "C", "C", "O", "C", "S", "H", "H", "H", "H", "H", "H", "H", "H", "H", "H"], "xyz": [[0.8738, 2.6042, -1.6130], [0.6826, 2.0373, -0.2090], [1.0487, 0.6385, -0.1193], [0.3193, -0.1328, 0.8836], [-1.1869, 0.2255, 0.8587], [-1.8269, 0.5110, 1.8379], [0.4191, -1.5868, 0.6454], [-0.2553, -2.1976, -0.9772], [1.2804, 1.8393, -2.2616], [0.0481, 3.2060, -1.9850], [1.6764, 3.3621, -1.6243], [1.3600, 2.6212, 0.4528], [-0.2402, 2.3824, 0.2865], [0.7595, 0.1888, -0.9912], [0.7615, 0.0999, 1.8648], [-1.5411, 0.2546, -0.1820], [1.4882, -1.8748, 0.6430], [0.0101, -2.2821, 1.3730]], "total_charge": -1, "energy_ev": -19720.0184, "homo_ev": -2.670, "smiles": "CCN[C@@H](C=O)C[S-]"}

No. 2
{"formula": "C35H52BrN3OP2Pt", "method": "wB97M-V/def2-TZVPD", "species": ["C", "C", "C", "C", "N", "C", "C", "C", "C", "C", "C", "C", "C", "C", "Pt", "P", "H", "H", "H", "H", "H", "H", "H", "H", "C", "C", "H", "H", "H", "H", "H", "C", "C", "H", "H", "H", "H", "H", "C", "C", "H", "H", "H", "H", "H", "Br", "P", "C", "C", "H", "H", "H", "H", "H", "C", "C", "H", "H", "H", "H", "H", "C", "C", "H", "H", "H", "H", "H", "C", "C", "N", "C", "C", "C", "O", "C", "C", "C", "C", "N", "C", "H", "H", "H", "H", "H", "H", "H", "H", "H", "H", "H", "H", "H", "H"], "xyz": [[2.4358, 4.8551, -1.9310], [1.2504, 4.4468, -2.5851], [1.3480, 4.0885, -3.9469], [2.5927, 4.1498, -4.5756], [3.6939, 4.5233, -3.9334], [3.6322, 4.8804, -2.6514], [0.0045, 4.3919, -1.8874], [-1.1730, 4.5985, -1.5479], [-2.2283, 3.9004, -0.8660], [-1.7687, 3.3591, 0.3539], [-2.2105, 2.0662, 0.6064], [-3.1968, 1.4871, -0.1814], [-3.8934, 2.1467, -1.1900], [-3.4090, 3.4404, -1.5062], [-1.0070, -0.2345, -0.2765], [1.2147, -0.3283, -0.9529], [0.4844, 3.7804, -4.5239], [2.4441, 5.1534, -0.8866], [2.7006, 3.9070, -5.6338], [4.5640, 5.2123, -2.1837], [-3.8694, 4.0473, -2.2917], [-0.9723, 3.8723, 0.9072], [-4.6428, 1.6629, -1.8211], [-1.7218, 1.4664, 1.3654], [1.9067, -2.0269, -0.7425], [3.0634, -2.4511, -1.6468], [1.0793, -2.7417, -0.8225], [2.2283, -2.0717, 0.3092], [3.3001, -3.5068, -1.4510], [2.8339, -2.3466, -2.7144], [3.9707, -1.8710, -1.4486], [1.3040, 0.2576, -2.7029], [2.6499, 0.6584, -3.2989], [0.6238, 1.1254, -2.7418], [0.8506, -0.5372, -3.3104], [2.4903, 0.9386, -4.3478], [3.0834, 1.5339, -2.7996], [3.3870, -0.1529, -3.2858], [2.5839, 0.6820, -0.1617], [4.0658, 0.3720, -0.3631], [2.4074, 0.6307, 0.9197], [2.3815, 1.7139, -0.4871], [4.6411, 1.1847, 0.1026], [4.3673, -0.5556, 0.1369], [4.3702, 0.3143, -1.4118], [-3.5709, -0.4358, 0.6016], [-1.9718, -1.5588, -1.9357], [-0.8418, -2.4783, -3.0594], [-1.4185, -3.7050, -3.7663], [0.0282, -2.7743, -2.4557], [-0.4780, -1.7656, -3.8120], [-0.6366, -4.1485, -4.3965], [-1.7551, -4.4731, -3.0601], [-2.2592, -3.4397, -4.4201], [-3.0901, -2.9229, -1.3901], [-4.3187, -3.1986, -2.2494], [-3.4132, -2.6889, -0.3705], [-2.4561, -3.8174, -1.3097], [-4.9346, -3.9478, -1.7308], [-4.9290, -2.2987, -2.4022], [-4.0560, -3.6304, -3.2243], [-2.8475, -0.3744, -3.0384], [-3.2286, -0.7831, -4.4599], [-2.1726, 0.4894, -3.1083], [-3.7146, -0.0029, -2.4775], [-3.7001, 0.0758, -4.9566], [-2.3498, -1.0465, -5.0582], [-3.9406, -1.6152, -4.5002], [0.0940, -3.7723, 6.7159], [0.7974, -2.4652, 7.0049], [0.5277, -1.4172, 6.0208], [-0.6788, -0.6158, 6.2683], [-0.4897, 0.3686, 7.4269], [1.0767, -1.5839, 4.7723], [1.7607, -2.5650, 4.4787], [0.8180, -0.4881, 3.7707], [1.2043, 0.8352, 4.0369], [0.9973, 1.7907, 3.0496], [0.4747, 1.4019, 1.8215], [0.0193, 0.1482, 1.6320], [0.2051, -0.8176, 2.5504], [-0.9911, -3.6355, 6.7136], [0.3506, -4.4972, 7.4918], [0.4167, -4.1653, 5.7495], [0.4612, -2.0582, 7.9604], [1.8819, -2.6275, 7.0355], [-0.9494, -0.0580, 5.3589], [-1.5005, -1.3173, 6.5079], [0.3203, 1.0755, 7.1938], [-1.4178, 0.9407, 7.5547], [-0.2684, -0.1505, 8.3703], [1.6345, 1.0840, 5.0119], [1.2171, 2.8351, 3.2037], [0.3861, 2.0944, 0.9753], [-0.1533, -1.8222, 2.3122]], "total_charge": 2, "energy_ev": -135505.2077, "multiplicity": 3, "homo_ev": [-12.193, -13.579], "s_squared": 2.0145}